133
Properties=species:S:1:pos:R:3:forces:R:3:lowdin_charge:R:1 method="wB97M-V/def2-TZVPD" charge=0 spin_multiplicity=1 homo_lumo_gap_ev=10.9048
P 3.5805 -0.0625 4.7891 0.472 -0.443 -0.680 0.292
P 2.0248 4.7155 1.6360 1.576 -1.114 1.286 0.303
P -3.2163 2.5509 1.1214 0.443 0.050 0.517 0.323
P -3.9641 0.3408 -5.0212 -0.656 -2.768 2.218 0.370
P 0.0428 -1.4193 0.5121 -0.425 0.661 -0.799 0.360
O 3.3787 0.2201 6.3126 0.967 0.408 0.440 -0.167
O -3.7240 1.2443 -6.1201 0.250 0.221 -0.910 -0.205
O -0.6135 -1.4157 1.9318 0.377 -0.910 0.391 -0.184
O 0.6861 4.5861 2.4194 -1.664 0.341 0.229 -0.210
O 0.4328 -2.6946 -0.0939 0.093 -0.378 0.726 -0.223
O 2.0143 6.1389 1.0436 0.274 0.196 0.060 -0.166
O -2.5668 2.5180 2.5549 -0.278 0.278 0.571 -0.236
O -4.5041 1.9012 0.9340 -0.621 -0.571 -0.031 -0.222
O 1.8711 3.7825 0.3663 -0.094 -0.448 -0.445 -0.236
O -2.7536 -0.5883 -4.4622 0.513 0.601 -1.345 -0.244
O 4.6817 -0.9847 4.6491 1.058 -1.120 -0.349 -0.197
O 3.1425 4.4654 2.5609 0.233 -0.223 -0.834 -0.216
O -5.1195 -0.7898 -5.0800 0.411 0.560 -0.514 -0.237
O 2.1470 -0.4868 4.2488 0.556 -0.179 0.158 -0.201
O -2.0884 1.9074 0.2509 0.630 0.896 -0.608 -0.210
O -3.2959 4.1180 0.8676 0.692 -0.855 0.935 -0.213
O 3.7580 1.2481 4.0018 -2.581 0.145 -0.443 -0.202
O -1.0829 -0.6762 -0.3492 0.158 -0.104 -0.788 -0.226
O -4.3736 1.0839 -3.7071 0.030 1.017 -0.298 -0.193
O 1.2290 -0.3742 0.6280 0.261 0.357 -0.105 -0.230
N -0.2245 -7.0060 -2.8251 1.086 -1.308 -0.719 0.121
N 0.8135 -2.9770 -4.8660 0.230 -0.621 0.226 0.128
N -6.8173 -0.0946 3.2964 0.516 -0.573 0.698 0.141
N -5.4326 -3.1655 -1.7736 0.650 2.147 2.470 0.122
N 2.3233 0.9029 -3.1169 -0.092 0.151 2.001 0.168
N 2.4006 -4.5003 2.8233 -0.386 1.101 4.016 0.161
N 5.4854 -2.1732 0.8177 -0.865 -0.160 -0.419 0.152
N 4.8354 -3.7957 -3.7126 0.007 -0.839 -0.253 0.136
C 5.9674 -2.0060 1.8414 1.362 0.799 0.377 -0.239
C 2.6509 2.5363 0.2791 0.654 1.738 -0.143 -0.042
C 0.8788 6.5956 0.3594 -1.344 0.549 0.145 -0.100
C 1.9929 -5.3137 -5.0032 0.208 0.000 0.069 -0.077
C 2.6711 -5.2511 0.3792 0.192 -0.167 0.750 -0.046
C 2.2826 1.0289 6.5716 -1.056 1.907 2.146 -0.129
C -4.5108 0.5131 -2.4293 1.032 -0.467 0.732 -0.096
C -5.4500 -1.5855 0.3668 -0.065 0.600 -1.829 -0.058
C -7.5129 1.6427 1.5410 -0.254 2.894 0.565 -0.083
C -3.8880 4.4832 -0.3373 0.375 2.148 -1.557 -0.120
C -0.9832 -0.2932 2.7134 0.277 0.864 -0.225 -0.072
C 4.8952 1.9962 3.7818 1.065 -0.361 -0.164 -0.079
C 2.6116 1.0262 -4.2071 -0.448 -0.302 -1.622 -0.271
C -5.0024 -2.0144 -5.8411 1.315 -0.693 0.699 -0.088
C 2.6198 -0.7672 0.5028 -0.108 0.928 -0.236 -0.078
C -0.8160 -6.1860 -2.3116 -2.207 2.548 1.475 -0.241
C -0.8112 -0.7217 -1.7949 3.047 -0.735 0.806 -0.070
C -3.2915 2.8931 3.7496 0.700 -0.351 0.338 -0.054
C 4.9358 -1.4085 -2.6669 1.594 -1.419 0.637 -0.054
C 6.9503 -1.7699 2.9146 -0.275 -1.425 -0.057 -0.068
C -5.3328 -2.4312 -0.8585 -0.879 -1.567 -1.706 -0.253
C 4.8968 -2.7763 -3.2037 -0.285 1.148 0.333 -0.244
C 1.9644 -1.8660 4.5415 -0.142 -2.462 1.840 -0.137
C -7.0414 0.7207 2.5300 -0.417 -0.069 -0.177 -0.325
C 1.3135 -4.0178 -4.8664 0.047 0.569 -0.512 -0.282
C 0.4702 3.4821 3.3117 1.238 0.836 0.454 -0.051
C -0.8016 2.6305 0.0739 0.346 -3.565 0.229 -0.012
C 2.7315 0.9757 -5.6424 1.013 -0.339 -1.743 -0.066
C -1.6424 -5.0644 -1.7558 0.300 0.302 0.931 -0.059
C -1.4187 -0.1350 -4.8482 -1.607 1.014 -1.034 -0.092
C 2.4372 -4.7660 1.7383 0.379 -0.975 -4.261 -0.267
H 2.2151 0.0847 -6.0680 0.186 0.588 0.593 0.098
H 1.3249 -6.0779 -4.4955 1.308 0.604 -0.610 0.061
H -1.9311 -4.3610 -2.5198 0.342 0.188 -0.524 0.065
H 5.8666 -0.9756 -3.0102 0.283 0.217 0.047 0.085
H -4.6538 3.8047 -0.6799 -0.246 -0.272 0.033 0.073
H -0.5439 3.5452 3.6519 -0.356 0.008 0.167 0.071
H 2.1527 -5.5103 -6.0862 -0.566 -0.067 0.639 0.088
H 1.4498 0.3769 6.6106 -1.317 -0.342 -0.075 0.071
H 3.2151 -0.1134 1.1637 -0.364 -0.454 -0.196 0.083
H 7.8674 -2.2731 2.5539 -0.492 -0.290 0.707 0.095
H 3.0030 -4.5102 -0.3103 0.241 0.829 -0.234 0.064
H -8.0022 1.1196 0.7404 -0.530 -0.084 -0.206 0.076
H -5.0850 -0.5343 0.2165 0.170 -1.186 0.440 0.075
H 2.7609 2.2689 1.3171 0.624 -0.790 0.113 0.061
H -1.5797 -0.3510 -2.4118 -1.259 0.557 0.131 0.017
H 5.4498 1.5924 2.9362 0.381 -0.248 0.267 0.100
H 0.8975 6.3447 -0.6895 0.184 -0.172 -0.349 0.089
H 0.9271 7.6600 0.4936 -0.319 0.549 -0.259 0.089
H 4.5742 2.9509 3.5010 -0.434 1.571 -0.308 0.044
H -4.3229 5.4879 -0.1415 0.171 -0.648 -0.512 0.105
H -1.4468 0.1811 -5.9054 0.024 0.132 0.488 0.091
H 3.7972 0.8821 -5.9642 -0.706 0.082 0.418 0.095
H -1.2008 -4.4933 -0.9129 0.754 -0.359 -0.836 0.065
H -1.6617 0.3131 2.1431 -0.485 0.144 -0.062 0.057
H -3.6367 -0.0577 -2.0242 -0.273 0.647 -0.780 0.092
H -1.0025 3.6503 0.0726 0.061 1.792 -0.012 0.055
H 2.8195 -2.5139 4.3364 0.177 0.608 -0.644 0.050
H -0.1377 2.2753 0.8922 -0.544 0.634 -0.494 0.075
H -0.3380 2.2368 -0.8600 -0.626 0.535 0.525 0.108
H -0.7570 -0.9387 -4.7988 1.018 -1.395 0.524 0.025
H -4.0423 -2.0259 -6.4110 -0.945 0.197 -0.050 0.089
H -5.3065 -0.1884 -2.4244 -1.051 -0.483 0.015 0.062
H 2.9543 -0.6394 -0.5330 -0.214 0.103 0.155 0.071
H -3.0822 4.5710 -1.1210 -0.894 -0.021 0.541 0.109
H -1.4177 -0.6315 3.6284 -0.588 -0.552 0.352 0.093
H 1.8445 -2.1326 5.6526 -0.398 1.064 -1.220 0.121
H 3.4437 -5.9915 0.4889 0.397 -0.398 -0.181 0.082
H -4.6807 1.3447 -1.7723 -0.277 0.204 0.477 0.070
H -1.1447 0.6942 -4.2090 0.298 0.180 0.020 0.083
H 0.6431 2.5839 2.7698 -0.034 -1.014 -0.280 0.055
H -4.2073 2.3303 3.8402 -0.238 -0.352 -0.061 0.080
H -6.6767 2.2160 1.1166 -0.071 -0.445 0.093 0.048
H -0.6027 -1.7897 -2.0906 -0.141 1.150 0.258 0.096
H -5.8989 -2.1479 -6.4652 0.521 0.136 0.232 0.088
H 2.3499 1.8702 -6.1503 -0.056 -0.163 0.401 0.087
H 6.5242 -2.0550 3.8874 0.500 -0.342 -0.422 0.067
H 4.1548 -0.8394 -3.0507 -1.518 0.854 -0.535 0.009
H 4.9352 -1.4163 -1.5737 -0.049 -0.073 -0.154 0.042
H 7.2615 -0.7683 3.0356 -0.240 1.426 -0.253 0.057
H -2.6097 2.6315 4.5792 -0.474 0.186 -0.344 0.097
H -8.1592 2.4664 2.0527 0.690 -1.730 -0.980 0.123
H 1.8156 -5.7198 -0.0429 -0.866 -0.354 -0.173 0.064
H -0.0707 6.2260 0.8061 0.651 0.157 -0.187 0.097
H 0.1369 -0.0941 -1.9581 -1.263 -0.949 -0.051 0.086
H -2.5886 -5.2816 -1.2736 -0.242 -1.233 -0.336 0.070
H 2.1341 1.8118 5.8181 0.043 -0.142 0.131 0.079
H 3.0470 -5.1876 -4.6270 -1.209 -0.424 0.243 0.052
H -5.1137 -2.1492 1.1928 1.310 -0.161 0.967 0.066
H 2.7158 -1.7923 0.7565 0.294 -0.857 0.422 0.046
H -3.5377 3.9503 3.7958 0.227 0.177 -0.290 0.091
H 1.1529 -2.2927 3.9766 -0.444 0.330 -0.158 0.066
H 2.3246 1.5333 7.5980 0.464 -0.742 -1.402 0.123
H 2.1234 1.7804 -0.2964 -0.125 0.299 -0.039 0.052
H -6.4835 -1.5165 0.6216 -1.077 0.198 -0.272 0.058
H 5.4187 2.0326 4.7109 1.087 0.164 0.344 0.096
H -4.8600 -2.8764 -5.1228 -0.595 0.988 -0.593 0.098
H -0.1729 0.3637 3.0443 0.531 -0.389 -0.484 0.079
H 3.6083 2.8655 -0.2076 -0.738 -0.887 0.559 0.118
H 1.2093 3.5301 4.1390 -0.541 0.055 -0.400 0.101